18
Properties=species:S:1:pos:R:3 method="wB97M-V/def2-TZVPD" energy_ev=-18142.1417 spin_multiplicity=1 e_above_lowest_kcal_mol=22.1 lumo_ha=0.129 smiles=C[C@H](C[S-])NCN max_force_ev_per_a=1.23 charge=-1
C -0.0198 0.5145 -0.2983
S 2.7359 0.6054 0.3053
H 1.2818 1.2020 -1.8320
H -1.1095 -0.9242 1.5075
H -2.3767 0.2759 1.3300
H -0.0674 2.2489 -1.5664
H -0.1423 1.2416 0.5063
H -3.8218 -1.3455 0.8420
H -0.2751 0.6619 -2.4479
N -2.8813 -1.6930 0.7254
H -1.8172 -0.0160 -1.1927
H 1.0245 -0.7842 1.0893
H 1.2562 -1.1602 -0.6342
N -1.2696 -0.2969 -0.3949
C 0.2047 1.2063 -1.6378
C -1.9086 -0.6068 0.8425
C 1.1706 -0.3504 0.1057
H -2.6664 -2.4095 1.4025